No. 1
# C17H37FO8P

A 4-piece molecular cluster, C17H37FO8P overall in a non-equilibrium geometry (ωB97M-V/def2-TZVPD, the Open Molecules 2025 dataset).

The geometry in XYZ format:
```
64
Properties=species:S:1:pos:R:3:forces:R:3:mulliken_charge:R:1
C 0.482031 -0.588946 1.211208 -0.021 -0.442 -0.157 -1.005
C -0.144522 -1.933492 0.885663 -0.600 1.010 0.637 1.039
F -0.073740 -2.102898 -0.500361 0.175 -0.467 -0.069 -0.395
C -1.565388 -2.009367 1.437048 -0.024 -0.131 -0.064 -1.306
P -2.946830 -1.430392 0.253357 0.265 -0.493 -0.642 -0.063
O -4.192356 -2.392608 1.093600 0.014 0.231 0.085 -0.559
C -5.317807 -1.564705 1.166406 -0.370 -0.004 0.520 -0.402
C -4.852312 -0.083406 1.213175 0.405 0.083 -0.408 -0.408
O -3.451982 -0.144821 1.349551 -0.262 0.251 0.070 -0.543
H 1.368760 -0.453841 0.603775 0.288 0.140 -0.019 0.305
H -0.225864 0.211813 1.041787 -0.169 0.211 -0.100 0.137
H 0.754823 -0.615089 2.260143 0.161 0.221 0.246 0.291
H 0.449162 -2.699574 1.375099 0.373 -0.366 -0.435 -0.223
H -1.582424 -1.416602 2.347779 -0.049 0.106 0.206 0.399
H -1.769963 -3.037118 1.722345 -0.299 -0.228 -0.027 0.468
H -3.976248 -1.099642 -0.717732 -0.113 0.350 0.164 0.077
H -2.624029 -2.560139 -0.599482 0.159 0.197 0.026 0.016
H -2.064137 -0.486915 -0.416589 0.194 -0.278 0.009 0.004
H -5.899145 -1.734968 2.080591 0.167 -0.441 0.190 0.272
H -6.007273 -1.775913 0.346798 -0.090 0.225 -0.321 0.246
H -5.330329 0.490786 2.008049 0.176 -0.150 0.569 0.361
H -5.080119 0.492885 0.324724 -0.353 -0.272 -0.360 0.289
O 3.203678 -2.519607 1.719873 0.238 0.067 0.005 -0.472
C 3.443830 -3.362684 2.532747 -0.308 -0.217 -0.093 0.668
O 4.738453 -3.606623 2.861138 0.156 0.212 0.012 -0.384
C 5.117877 -4.448618 3.946959 0.008 -0.153 0.043 -0.430
C 5.189735 -5.905489 3.536928 -0.079 -0.032 -0.082 -0.938
C 2.353102 -4.217973 3.136724 0.004 0.191 0.383 -0.785
H 4.461686 -4.294797 4.804739 -0.042 -0.026 -0.021 0.380
H 6.106782 -4.100610 4.243293 0.003 0.068 -0.058 0.301
H 4.216006 -6.282058 3.224747 -0.026 -0.002 0.061 0.274
H 5.545757 -6.518529 4.366021 0.010 0.010 0.007 0.344
H 5.871350 -6.025053 2.694918 0.046 0.020 0.026 0.289
H 2.166773 -5.066082 2.479256 0.002 -0.011 -0.018 0.240
H 1.447626 -3.619965 3.196348 -0.020 0.003 -0.175 0.222
H 2.572457 -4.579465 4.139254 0.059 -0.120 -0.076 0.323
O -5.088247 2.532526 -0.559920 -0.227 0.527 -0.330 -0.567
C -4.074607 3.159054 -0.434443 0.375 -0.518 0.233 0.685
O -3.738744 4.071227 -1.380935 -0.364 0.218 -0.037 -0.367
C -2.630711 4.954152 -1.221857 0.266 -0.059 -0.031 -0.576
C -1.339041 4.292550 -1.655452 0.020 -0.119 0.070 -0.680
C -3.113963 2.871073 0.693441 -0.039 0.519 0.212 -0.615
H -2.577577 5.329893 -0.198276 -0.013 -0.045 0.018 0.384
H -2.846940 5.811670 -1.859318 -0.094 -0.063 -0.058 0.307
H -1.119129 3.423490 -1.035203 0.033 0.043 0.039 0.157
H -0.502374 4.990596 -1.583144 -0.019 0.029 -0.018 0.361
H -1.413927 3.947762 -2.684338 0.004 0.068 -0.038 0.275
H -2.464716 2.047877 0.396522 -0.072 -0.102 0.039 -0.038
H -3.688387 2.546635 1.554980 -0.020 -0.225 -0.085 0.266
H -2.513524 3.728189 0.997189 0.080 -0.049 -0.119 0.374
O 0.131181 4.103347 -4.611178 0.043 0.114 -0.140 -0.562
C 1.206466 3.571112 -4.580793 0.031 -0.001 0.253 0.810
O 1.261279 2.256732 -4.305778 -0.177 -0.081 -0.162 -0.349
C 2.449138 1.469714 -4.402204 0.215 -0.080 0.101 -0.434
C 3.262741 1.518861 -3.125931 -0.040 0.141 0.073 -0.910
C 2.490491 4.352373 -4.749682 0.066 -0.086 -0.389 -1.029
H 3.033004 1.755965 -5.279278 0.003 0.069 0.019 0.369
H 2.099825 0.453680 -4.575181 -0.112 0.027 0.006 0.326
H 3.619269 2.528046 -2.914829 0.051 -0.001 -0.053 0.262
H 4.126165 0.857187 -3.199408 -0.010 -0.020 -0.006 0.365
H 2.652201 1.203079 -2.280674 -0.009 -0.071 -0.023 0.263
H 2.788670 4.750106 -3.780695 0.008 -0.027 0.029 0.236
H 2.295178 5.181573 -5.424610 -0.103 0.072 0.110 0.332
H 3.310863 3.774035 -5.168885 0.027 -0.045 0.152 0.321
```
Forces are in eV/Å.

Calculated values
LUMO energy: 2.262 eV
Kohn-Sham gap: 5.853 eV
HOMO: -3.591 eV
DFT total energy: -1713.0475 Eh
M: 419.45 Da
total charge: -1


No. 2
# C17H38BN3O5P

A 3-piece molecular cluster, C17H38BN3O5P overall in a non-equilibrium geometry (ωB97M-V/def2-TZVPD, the Open Molecules 2025 dataset).

The geometry in XYZ format:
```
65
Properties=species:S:1:pos:R:3:forces:R:3:mulliken_charge:R:1
O 4.067722 -0.306652 -2.675275 -1.301 0.895 1.078 -0.579
P 3.517662 0.748716 -1.811051 3.671 -0.525 -1.312 0.760
O 4.259319 0.824833 -0.322117 -2.588 0.402 -1.812 -0.373
O 3.684632 2.228209 -2.556428 -1.247 -1.815 3.052 -0.458
N 1.792949 0.459965 -1.430202 -0.415 0.759 0.133 0.171
C 1.359663 -0.840294 -1.247527 -2.644 0.163 0.674 0.035
C -0.040221 -1.075151 -0.902403 0.499 2.210 -0.136 -0.776
C -0.956523 0.084328 -0.756924 2.439 -0.038 -0.719 -0.223
C -0.424705 1.445058 -0.956206 1.560 -1.591 -0.393 0.265
B -1.288269 2.811332 -0.792393 -0.711 1.266 0.453 0.489
O -2.579827 2.970092 -1.307508 1.714 -0.483 0.028 -0.443
O -0.741646 3.877288 -0.060317 0.027 -1.147 -1.565 -0.482
C 0.982934 1.577251 -1.304601 -2.451 -1.243 0.838 -0.174
H 3.582809 0.637662 0.364520 0.775 0.105 -0.015 0.354
H 3.622032 2.867050 -1.808009 0.433 0.184 -0.873 0.354
H 2.080302 -1.685893 -1.343667 -0.467 1.073 -0.087 0.435
H -0.405202 -2.119775 -0.731050 0.488 1.192 -0.258 0.402
H -2.038587 -0.055523 -0.502796 1.202 0.077 -0.278 0.362
H -2.541135 3.288669 -2.229408 -0.417 -0.166 0.491 0.316
H 0.213948 3.975151 -0.207856 -0.389 -0.062 0.704 0.298
H 1.423335 2.589842 -1.464679 -0.205 -1.257 -0.003 0.267
C 6.194605 -0.780998 1.712985 0.068 -0.008 0.042 -1.426
C 5.205383 -0.974848 2.856255 0.328 -0.079 -0.033 -0.213
N 5.038731 -2.361732 3.255922 -0.409 -0.208 -0.073 0.089
C 3.902917 -2.571859 4.147264 -0.132 0.031 -0.027 -0.673
C 3.950190 -1.917184 5.528922 -0.113 -0.050 0.172 -0.967
C 6.257717 -3.076345 3.618370 0.333 0.035 -0.202 -0.686
C 7.105009 -2.504953 4.757160 0.133 -0.132 0.133 -0.955
H 5.920959 -1.387779 0.846692 0.043 -0.045 0.068 0.315
H 6.197803 0.265974 1.401458 0.044 -0.042 0.050 0.407
H 7.214425 -1.033613 2.007241 -0.055 -0.009 -0.033 0.397
H 4.235604 -0.592438 2.511546 -0.161 -0.143 0.206 0.273
H 5.509860 -0.338763 3.698365 -0.031 0.152 -0.016 0.216
H 3.740851 -3.646951 4.272518 0.180 0.023 -0.068 0.371
H 3.002856 -2.212243 3.634030 0.087 0.084 -0.099 0.351
H 4.629526 -2.439622 6.201203 0.030 0.089 -0.026 0.225
H 2.958600 -1.958296 5.987593 0.037 0.000 -0.032 0.393
H 4.242000 -0.866473 5.482851 0.024 -0.041 -0.009 0.274
H 6.889207 -3.145294 2.727943 -0.085 0.100 -0.027 0.363
H 6.009322 -4.115802 3.850087 -0.232 0.114 0.001 0.340
H 7.230129 -1.422905 4.687245 -0.033 -0.016 -0.012 0.253
H 8.104080 -2.947774 4.724555 -0.060 0.028 -0.013 0.370
H 6.686565 -2.745512 5.733635 0.004 0.129 -0.003 0.276
C -8.033083 1.166930 -4.534639 0.081 -0.010 -0.046 -1.438
C -7.587819 1.333583 -3.087343 -0.041 -0.012 -0.212 -0.274
N -6.831790 0.200139 -2.573444 0.085 -0.234 0.297 0.161
C -6.648730 0.237806 -1.127562 -0.192 -0.012 0.078 -0.782
C -5.813709 1.381845 -0.547029 0.100 -0.044 0.223 -0.658
C -5.656297 -0.187245 -3.338764 -0.185 -0.007 -0.290 -0.846
C -4.565323 0.867065 -3.548479 0.351 -0.076 -0.100 -0.584
H -8.605456 0.246675 -4.667558 0.081 0.009 0.034 0.331
H -8.672566 2.003977 -4.822421 0.049 -0.029 0.040 0.431
H -7.186692 1.154086 -5.224831 -0.049 -0.022 -0.004 0.292
H -8.493832 1.449709 -2.485110 0.170 -0.089 0.176 0.447
H -7.028416 2.275099 -2.995223 -0.031 0.110 -0.012 0.223
H -6.222192 -0.714754 -0.795189 0.027 -0.004 -0.179 0.358
H -7.639921 0.274721 -0.664270 -0.030 0.050 -0.155 0.368
H -4.747526 1.234318 -0.723776 -0.009 0.116 -0.070 -0.077
H -5.951844 1.423069 0.536960 -0.026 0.001 -0.046 0.456
H -6.103368 2.354747 -0.946812 0.039 -0.043 -0.019 0.262
H -5.988150 -0.531552 -4.322192 -0.074 0.098 0.032 0.334
H -5.206287 -1.075091 -2.883485 -0.140 0.066 0.178 0.343
H -4.969402 1.843774 -3.820769 -0.047 -0.029 0.046 0.245
H -3.905654 0.552323 -4.363475 -0.060 0.006 0.002 0.451
H -3.939476 0.982025 -2.662528 -0.073 0.144 0.028 -0.038
```
Forces are in eV/Å.

Calculated values
LUMO energy: -5.452 eV
Kohn-Sham gap: 4.568 eV
HOMO: -10.020 eV
DFT total energy: -1577.0805 Eh
M: 406.29 Da
total charge: +1